Formula: C5H5N3O2
Source: the Open Molecules 2025 dataset
Level of theory: ωB97M-V/def2-TZVPD

Summary:
**Frontier orbital gap**: 8.997 eV
**LUMO level**: 0.313 eV
**Maximum force**: 3.98 eV/Å

Structure (ORCA input):
```
! wB97M-V def2-TZVPD RIJCOSX def2/J DEFGRID3
* xyz 0 1
O -2.745 -1.264 -0.092
C -1.883 -1.835 -0.709
N -0.610 -1.405 -0.893
C -0.137 -0.403 -0.190
N -0.803 0.451 0.600
C 0.035 1.487 0.992
C 1.232 1.220 0.482
N 1.165 0.040 -0.179
C 2.270 -0.471 -0.992
O 3.359 0.011 -0.999
H -2.195 -2.723 -1.242
H -1.824 0.339 0.904
H -0.451 2.248 1.489
H 2.157 1.840 0.640
H 1.809 -1.466 -1.465
*
```

These are the Löwdin partial charges, in e, on atoms 1 to 4: atom 1 (O): -0.005, atom 2 (C): -0.390, atom 3 (N): 0.104, atom 4 (C): -0.342

---

Formula: C5H5N4OS
Source: the Open Molecules 2025 dataset
Level of theory: ωB97M-V/def2-TZVPD

Summary:
**Frontier orbital gap (spin up / spin down)**: 6.389 / 6.382 eV
**LUMO level (spin up / spin down)**: -7.287 / -7.266 eV
**Maximum force**: 5.56 eV/Å

Structure (ORCA input):
```
! wB97M-V def2-TZVPD RIJCOSX def2/J DEFGRID3
* xyz 1 1
C -0.186 -0.366 0.011
C 1.060 0.268 0.004
C -1.135 0.827 0.056
C 2.317 -0.542 -0.015
C -2.770 -0.776 -0.147
N 0.885 1.586 0.005
N -0.324 1.927 0.080
N -2.386 0.541 0.035
N 3.460 0.196 -0.011
O 2.156 -1.744 0.007
S -1.070 -1.775 0.130
H -3.585 -1.287 0.556
H -3.004 -0.911 -1.183
H -3.212 1.275 0.278
H 3.527 1.220 0.121
H 4.266 -0.436 0.074
*
```

These are the Löwdin partial charges, in e, on atoms 1 to 4: atom 1 (C): -0.389, atom 2 (C): -0.189, atom 3 (C): -0.233, atom 4 (C): -0.499

---

Formula: C5H5N4S
Source: the Open Molecules 2025 dataset
Level of theory: ωB97M-V/def2-TZVPD

Summary:
**Frontier orbital gap**: 7.760 eV
**LUMO level**: -4.641 eV
**Maximum force**: 6.81 eV/Å

Structure (ORCA input):
```
! wB97M-V def2-TZVPD RIJCOSX def2/J DEFGRID3
* xyz 1 1
C -0.234 0.543 0.488
C 1.412 1.957 0.860
C -0.008 -1.477 -1.114
C -1.444 -0.215 0.475
C 1.616 0.257 -0.564
N 0.192 1.595 1.126
N 2.164 1.243 -0.044
N -1.143 -1.235 -0.431
N 1.200 -0.844 -1.181
S -2.941 -0.090 1.309
H -1.878 -1.916 -0.619
H 1.877 2.803 1.337
H -0.056 -2.361 -1.736
H 1.858 -1.322 -1.809
H -2.615 1.061 1.902
*
```

These are the Löwdin partial charges, in e, on atoms 1 to 4: atom 1 (C): -0.090, atom 2 (C): -0.121, atom 3 (C): -0.029, atom 4 (C): -0.594

---

Relative energy (zero: lowest compared OMol25 entry of this formula, charge and spin), record by record: 1.77; 5.79; 72.49 kcal per mole